Model A:
{"formula": "C24H30F18O12", "method": "the ωB97M-V functional and the def2-TZVPD basis", "elements": ["C", "C", "O", "C", "O", "C", "F", "F", "F", "H", "H", "H", "H", "H", "C", "C", "O", "C", "O", "C", "F", "F", "F", "H", "H", "H", "H", "H", "C", "C", "O", "C", "O", "C", "F", "F", "F", "H", "H", "H", "H", "H", "C", "C", "O", "C", "O", "C", "F", "F", "F", "H", "H", "H", "H", "H", "C", "C", "O", "C", "O", "C", "F", "F", "F", "H", "H", "H", "H", "H", "C", "C", "O", "C", "O", "C", "F", "F", "F", "H", "H", "H", "H", "H"], "positions_angstrom": [[-27.4430, -3.9794, -13.6060], [-27.0298, -3.1163, -14.8008], [-28.1474, -2.1759, -15.0168], [-27.7298, -0.9877, -15.4324], [-26.5939, -0.6133, -15.5798], [-28.9927, -0.1108, -15.8655], [-30.1001, -0.8155, -15.9853], [-29.2672, 0.8723, -15.0028], [-28.7188, 0.4711, -17.0480], [-28.5253, -4.1718, -13.6070], [-27.2254, -3.3712, -12.6854], [-26.7387, -4.8103, -13.5776], [-26.9741, -3.7977, -15.6446], [-26.0879, -2.5783, -14.6451], [-29.5742, -6.3876, -11.3912], [-29.1527, -5.6891, -10.1571], [-28.0494, -6.4276, -9.5298], [-27.7781, -5.9525, -8.3338], [-28.2164, -5.0020, -7.6812], [-26.4730, -6.5790, -7.7178], [-26.6710, -6.7987, -6.3983], [-26.2014, -7.8316, -8.3142], [-25.3981, -5.8045, -7.9771], [-28.6985, -6.6525, -12.0107], [-30.2716, -5.7388, -12.0018], [-30.0141, -7.3765, -11.1922], [-29.9597, -5.5657, -9.4162], [-28.7967, -4.6613, -10.3653], [-19.7271, -5.1762, -9.2168], [-20.2491, -3.8526, -8.7549], [-19.4953, -3.4465, -7.5347], [-18.7956, -2.3500, -7.4802], [-18.7042, -1.4512, -8.2950], [-17.8958, -2.3726, -6.1949], [-16.7973, -3.0980, -6.4151], [-17.5864, -1.1210, -5.9525], [-18.4976, -2.9390, -5.1262], [-18.6750, -5.0343, -9.5139], [-20.3731, -5.5408, -10.0564], [-19.8636, -5.8927, -8.3746], [-21.3065, -4.0059, -8.4313], [-20.1734, -3.0912, -9.4784], [-23.7108, 1.6922, -13.2939], [-23.9605, 0.4793, -14.2319], [-22.7861, -0.3406, -14.3558], [-22.7454, -1.5078, -13.7370], [-23.6454, -2.1476, -13.2962], [-21.2119, -1.8268, -13.5941], [-21.0517, -2.9372, -12.8852], [-20.6347, -1.9199, -14.8097], [-20.6291, -0.8950, -12.8392], [-24.6603, 2.2379, -13.2252], [-22.8851, 2.2339, -13.7590], [-23.5099, 1.4651, -12.2806], [-24.0858, 0.9956, -15.2049], [-24.7548, -0.2839, -13.8706], [-23.3147, -5.3271, -11.3173], [-24.2190, -4.2067, -11.0881], [-23.3777, -3.1971, -10.3521], [-24.0749, -2.0661, -10.0683], [-25.2441, -1.9127, -10.4463], [-23.0994, -0.9634, -9.5959], [-23.7910, 0.1747, -9.2552], [-22.4755, -1.4336, -8.4797], [-22.2451, -0.6326, -10.5597], [-22.9212, -5.6914, -10.4015], [-22.4890, -5.1067, -11.9804], [-23.7360, -6.2381, -11.7830], [-25.1498, -4.4934, -10.4904], [-24.5285, -3.7927, -12.0616], [-19.6995, 1.9218, -8.2142], [-19.7204, 2.6123, -9.5597], [-20.3007, 3.9611, -9.4411], [-21.5580, 4.0409, -9.1709], [-22.3598, 3.2204, -8.7626], [-21.9940, 5.6168, -9.1730], [-23.0668, 5.8340, -9.9967], [-22.2763, 5.9251, -7.9516], [-21.0102, 6.4472, -9.5275], [-19.2919, 2.6601, -7.5093], [-18.9510, 1.1026, -8.2387], [-20.6583, 1.5144, -7.9406], [-20.2102, 2.1445, -10.3679], [-18.6850, 2.8154, -9.8330]], "smiles": "CCOC(=O)C(F)(F)F.CCOC(=O)C(F)(F)F.CCOC(=O)C(F)(F)F.CCOC(=O)C(F)(F)F.CCOC(=O)C(F)(F)F.CCOC(=O)C(F)(F)F", "gap_ev": 11.076, "homo_ev": -10.79}

Model B:
{"formula": "C24H30F18O12", "method": "the ωB97M-V functional and the def2-TZVPD basis", "elements": ["C", "C", "O", "C", "O", "C", "F", "F", "F", "H", "H", "H", "H", "H", "C", "C", "O", "C", "O", "C", "F", "F", "F", "H", "H", "H", "H", "H", "C", "C", "O", "C", "O", "C", "F", "F", "F", "H", "H", "H", "H", "H", "C", "C", "O", "C", "O", "C", "F", "F", "F", "H", "H", "H", "H", "H", "C", "C", "O", "C", "O", "C", "F", "F", "F", "H", "H", "H", "H", "H", "C", "C", "O", "C", "O", "C", "F", "F", "F", "H", "H", "H", "H", "H"], "positions_angstrom": [[1.7041, -1.9057, -1.2146], [2.9564, -2.7027, -1.4585], [3.1409, -3.0116, -2.9508], [3.8653, -2.2859, -3.6132], [4.3547, -1.2224, -3.2498], [3.9535, -2.7490, -5.1655], [2.9189, -2.5750, -5.8763], [5.0387, -2.0989, -5.8469], [4.1899, -4.1150, -5.2794], [1.5498, -1.0866, -2.1128], [1.6312, -1.2567, -0.3898], [0.6402, -2.4261, -1.3155], [2.7983, -3.6906, -0.8324], [3.7727, -2.2981, -0.9509], [-0.2780, 0.2645, 1.4123], [-1.1514, -0.9520, 1.4910], [-0.9509, -1.6376, 2.6689], [0.0334, -2.6485, 2.6492], [0.6693, -3.0523, 1.6950], [0.2184, -3.3257, 4.0273], [0.5600, -4.7032, 4.0975], [1.1361, -2.7030, 4.8454], [-1.0015, -3.3264, 4.5933], [0.8308, 0.0199, 1.5789], [-0.3921, 0.9108, 2.2036], [-0.4286, 1.0317, 0.6062], [-0.8862, -1.5222, 0.4915], [-2.2406, -0.6192, 1.4024], [7.1182, -6.3992, 3.6192], [6.6404, -5.5202, 2.4330], [5.9020, -4.4954, 3.0496], [5.2252, -3.6109, 2.2238], [5.1983, -3.6319, 0.9200], [4.3966, -2.6724, 2.9962], [5.1214, -1.8059, 3.5937], [3.5055, -1.9781, 2.3183], [3.7720, -3.3442, 3.9628], [8.0038, -6.1701, 4.1938], [7.5477, -7.4428, 3.5705], [6.4973, -6.5881, 4.2894], [5.9608, -5.9230, 1.6553], [7.4509, -5.1367, 1.8787], [-2.0315, 0.9560, -7.0348], [-2.4219, 1.7043, -5.7784], [-1.9629, 0.9516, -4.5920], [-2.1785, 1.5331, -3.3774], [-2.8286, 2.5679, -3.2653], [-1.6617, 0.6091, -2.1829], [-2.2864, 0.8690, -1.0277], [-1.8784, -0.6215, -2.5789], [-0.2905, 0.8867, -1.9836], [-2.4130, 0.0047, -7.1114], [-1.0228, 0.9382, -7.0229], [-2.6712, 1.4868, -8.0539], [-3.4365, 1.7318, -5.6948], [-2.1285, 2.6639, -5.6824], [-3.5065, 1.3346, 5.1461], [-4.5854, 2.0767, 4.3952], [-4.4575, 1.7497, 2.9830], [-5.4881, 2.2409, 2.0513], [-6.2680, 3.0866, 2.3430], [-5.2238, 1.6631, 0.6382], [-6.4119, 1.1877, 0.1848], [-4.6698, 2.5648, -0.2724], [-4.2869, 0.6308, 0.7186], [-2.5733, 1.5076, 4.6789], [-3.8146, 0.2889, 5.1595], [-3.4511, 1.4507, 6.4107], [-4.5382, 3.0665, 4.6088], [-5.6198, 1.7158, 4.6993], [-1.1614, 4.7510, 1.0677], [-2.2676, 4.9449, 0.0940], [-1.7383, 5.7686, -0.9562], [-2.6113, 6.2297, -1.9284], [-3.8368, 6.1419, -1.8862], [-1.8947, 6.9633, -3.0549], [-2.7131, 7.0445, -4.0906], [-1.4788, 8.1200, -2.5920], [-0.8113, 6.2297, -3.4456], [-0.6735, 5.6136, 1.4800], [-0.3806, 3.9867, 0.7536], [-1.6377, 4.4722, 2.0777], [-3.1375, 5.0912, 0.5175], [-2.5239, 4.2031, -0.6059]], "smiles": "CCOC(=O)C(F)(F)F.CCOC(=O)C(F)(F)F.CCOC(=O)C(F)(F)F.CCOC(=O)C(F)(F)F.CCOC(=O)C(F)(F)F.CCOC(=O)C(F)(F)F", "gap_ev": 10.868, "homo_ev": -10.78}

Which one sits at the bottom of the stability order? model B does.

Model A:
{"formula": "C8H8", "method": "the ωB97M-V functional and the def2-TZVPD basis", "elements": ["C", "C", "C", "C", "C", "C", "C", "C", "H", "H", "H", "H", "H", "H", "H", "H"], "positions_angstrom": [[-0.6238, 1.6866, 0.7578], [0.5184, 1.2168, 1.4525], [0.7381, -0.2284, 0.7656], [0.7597, 0.1418, -0.7500], [0.4818, -1.1598, -1.5725], [-0.4426, -1.6689, -0.7218], [-0.6166, -0.6243, 0.3758], [-0.6692, 0.7276, -0.2982], [-0.9698, 2.7003, 0.6983], [0.8744, 1.5852, 2.2814], [1.4558, -0.9486, 1.1811], [1.4236, 0.7739, -1.1614], [0.9940, -1.3208, -2.4789], [-0.8096, -2.7303, -0.5915], [-1.4459, -0.8137, 1.1424], [-1.6682, 0.6625, -1.0807]], "gap_ev": 9.294, "homo_ev": -8.59}

Model B:
{"formula": "C8H8", "method": "the ωB97M-V functional and the def2-TZVPD basis", "elements": ["C", "C", "C", "C", "C", "C", "C", "C", "H", "H", "H", "H", "H", "H", "H", "H"], "positions_angstrom": [[2.7105, -0.6712, -0.3418], [2.5368, 0.1393, 0.6953], [-1.3092, -1.3051, 0.4423], [-0.6684, -1.2471, -0.9538], [1.3178, -0.3505, -0.0279], [0.1979, -1.3335, 0.2060], [0.0149, 0.1050, -0.8093], [-0.7141, 1.3428, -0.2136], [3.4010, -1.0713, -1.1069], [2.8986, 0.9136, 1.3516], [-1.6220, -0.4026, 0.9216], [-1.8178, -2.1358, 0.8382], [-0.9613, -1.7374, -1.8942], [-0.3566, 2.3074, -0.6894], [-0.2618, 1.3613, 0.8096], [-1.7642, 1.3877, -0.3941]], "smiles": "C[C@]12[C@@H]3C[C@]31C21C=C1", "gap_ev": 8.603, "homo_ev": -7.50}

Which one sits at the bottom of the stability order? model B does.

Model A:
{"formula": "C8H8", "method": "the ωB97M-V functional and the def2-TZVPD basis", "elements": ["C", "C", "C", "C", "C", "C", "C", "C", "H", "H", "H", "H", "H", "H", "H", "H"], "positions_angstrom": [[-1.4593, 1.8218, 0.0895], [-0.4538, 0.9258, -0.0432], [0.9897, 1.2847, -0.0429], [2.0849, 0.4955, -0.1343], [1.7989, -0.9284, -0.2136], [0.4938, -1.4528, 0.2542], [-0.7072, -0.5815, -0.0034], [-1.8634, -1.3688, -0.2865], [-0.8913, 2.7177, 0.2929], [-2.6107, 1.5576, 0.1753], [1.1778, 2.3843, -0.3303], [3.1484, 0.8265, 0.0406], [2.7010, -1.5437, -0.0152], [0.2790, -2.6365, 0.6715], [-2.9384, -0.9520, -0.6931], [-1.7495, -2.5503, 0.2384]], "smiles": "C=c1ccccc1=C", "gap_ev": 6.966, "homo_ev": -7.49}

Model B:
{"formula": "C8H8", "method": "the ωB97M-V functional and the def2-TZVPD basis", "elements": ["C", "C", "C", "C", "C", "C", "C", "C", "H", "H", "H", "H", "H", "H", "H", "H"], "positions_angstrom": [[1.5834, 0.3859, 0.5865], [0.6484, 1.2169, 1.0166], [-0.6365, 1.5935, 0.3604], [-1.5430, 0.7144, -0.0463], [-1.5473, -0.7682, 0.1066], [-0.6126, -1.5754, -0.3502], [0.5950, -1.2274, -1.0696], [1.5587, -0.3994, -0.6431], [2.4626, 0.3277, 1.2408], [0.7873, 1.8172, 1.9307], [-0.8158, 2.6782, 0.2685], [-2.5086, 1.1204, -0.3810], [-2.4958, -1.1683, 0.4995], [-0.6912, -2.6767, -0.2709], [0.7589, -1.8134, -1.9955], [2.4565, -0.2252, -1.2529]], "smiles": "C1=C\\C=C/C=C\\C=C/1", "gap_ev": 9.122, "homo_ev": -8.38}

Model C:
{"formula": "C8H8", "method": "the ωB97M-V functional and the def2-TZVPD basis", "elements": ["C", "C", "C", "C", "C", "C", "C", "C", "H", "H", "H", "H", "H", "H", "H", "H"], "positions_angstrom": [[-0.5230, 2.6498, -0.1151], [-0.1847, 1.4927, -0.1743], [0.3368, 0.1279, -0.0458], [-0.2779, -0.8086, -0.9507], [-1.5678, -0.9150, -0.0789], [-0.5574, -0.5872, 1.0659], [1.7758, 0.1974, 0.0484], [2.9886, -0.0744, 0.0839], [-1.0592, 3.6286, 0.2273], [-0.2040, -0.6371, -2.1463], [0.4277, -1.6689, -0.9604], [-2.2609, -0.0366, -0.2643], [-2.1689, -1.8627, 0.0409], [0.0450, -1.4758, 1.3636], [-0.8820, 0.1266, 1.9193], [4.1121, -0.1566, -0.0134]], "gap_ev": 10.688, "homo_ev": -9.65}

Which one sits at the bottom of the stability order? model C does.